Entry from the OMol25 dataset: one molecule with the formula C19H19N3O3S (the ωB97M-V functional and the def2-TZVPD basis).

```
! RIJCOSX wB97M-V def2-TZVPD def2/J DEFGRID3
* xyz 0 1
O 2.1568 -3.3437 0.4674
O 3.8959 0.1490 3.9826
O 1.7933 1.0253 -0.7045
S 0.8492 -1.6206 1.9549
C 1.7655 -2.1717 0.5315
C 2.7349 0.4481 3.7819
C 1.4914 -0.0049 -0.1382
C -0.1833 -2.2511 -4.7866
C 0.3272 -0.9650 -4.5688
C 0.2450 -3.3145 -4.0173
C -0.7033 2.6704 1.2952
C -0.3860 2.4726 3.7007
C -1.6110 3.7167 1.5152
C -1.3843 3.4364 3.9103
C 1.2342 -0.7003 -3.5705
C 1.2098 -3.0603 -3.0071
C -0.0695 2.0675 2.4041
C -2.0077 4.0813 2.8081
C 1.7050 -1.7498 -2.7731
N 1.8496 -0.0686 4.6535
N 0.8782 1.0700 2.1333
N 2.0227 -1.2390 -0.4346
C -3.0080 5.2198 2.9909
C 2.2974 1.3128 2.5911
C 0.6280 -0.0101 1.1300
C 2.7397 -1.4609 -1.6961
H -0.8323 -2.3762 -5.6466
H -0.0252 -0.1625 -5.2233
H -0.0940 -4.3219 -4.2205
H -0.4715 2.3691 0.2458
H 0.1436 2.0602 4.5477
H -2.0307 4.2147 0.6382
H -1.6103 3.7829 4.9004
H 1.6056 0.3284 -3.4025
H 1.5154 -3.9028 -2.4499
H 2.1987 -0.9128 5.1088
H 0.9360 -0.1035 4.2610
H -3.8698 5.0279 2.3875
H -3.2998 5.2674 4.0440
H -2.5998 6.1834 2.6982
H 3.0350 1.1507 1.7910
H 2.3879 2.3439 2.8992
H -0.3885 0.1049 0.7525
H 3.3571 -0.6195 -2.0388
H 3.3848 -2.3304 -1.6340
*
```

Calculated values
* HOMO energy: -8.456 eV
* LUMO energy: 0.48 eV
* frontier orbital gap: 0.328 Eh
* energy relative to the best compared isomer or geometry (same formula, charge and spin): 1.141 eV
* SMILES string: Cc1ccc(N(CC(N)=O)[C@@H]2SC(=O)N(Cc3ccccc3)C2=O)cc1


Entry from the OMol25 dataset: C6H17NO2 as an isolated structure (the ωB97M-V functional and the def2-TZVPD basis).

```
! RIJCOSX wB97M-V def2-TZVPD def2/J DEFGRID3
* xyz 0 1
C 1.4184 -0.3988 -0.3866
C 0.2528 0.6357 -0.3040
C 1.8159 -0.9416 0.9820
C 0.7047 1.8768 0.4679
N -0.1818 1.0867 -1.6140
O 2.5071 0.2370 -1.0300
O 1.0387 -1.5267 -1.1526
H 3.2427 -0.3857 -1.0630
H 0.8092 -1.2222 -2.0399
H -0.6760 -0.0576 0.0531
H 0.5773 1.5409 -2.1093
H -0.5696 0.3349 -2.1716
H 2.4969 -1.7816 0.8496
H 2.3069 -0.1692 1.5666
H 0.9384 -1.2822 1.5236
H 1.6076 2.2989 0.0268
H -0.0411 2.6642 0.3904
H 0.9176 1.6503 1.5085
C -2.9034 -0.8235 0.7904
C -1.8159 -1.5138 0.3991
H -3.6444 -0.4951 0.0765
H -2.6547 1.4975 0.5943
H -3.1631 -0.7271 1.8342
H -1.7547 -1.9132 -0.6042
H -1.3207 -2.1654 1.1064
H -1.9089 1.5809 0.3058
*
```

Calculated values
* HOMO energy: -8.946 eV
* LUMO energy: 0.77 eV
* frontier orbital gap: 0.357 Eh
* energy relative to the best compared isomer or geometry (same formula, charge and spin): 2.658 eV


Entry from the OMol25 dataset: C15H14B2F4IrN6O11 as an isolated structure (the ωB97M-V functional and the def2-TZVPD basis).

```
! RIJCOSX wB97M-V def2-TZVPD def2/J DEFGRID3
* xyz 2 6
Ir -0.9888 0.6384 0.0855
C -3.7816 -1.1952 -2.6642
C -3.0413 -0.6390 -1.5072
N -1.8018 -0.1889 -1.5935
O -1.2292 -0.1781 -2.7509
B 0.3210 -0.2677 -2.7614
F 0.6601 -1.3554 -1.9857
F 0.6967 -0.2533 -4.0327
O 0.9552 0.9633 -2.0900
N 0.6916 1.2624 -0.8526
C 1.7799 2.0292 -0.2702
C 2.3074 3.0905 -1.2212
C 0.2951 2.7906 1.6545
N -0.7680 2.0301 1.4363
O -1.7947 2.2403 2.3057
B -2.2663 1.0303 3.0051
F -3.0871 1.3312 3.9937
F -1.3154 0.0779 3.1487
O -3.3316 0.2876 1.8656
N -2.8291 0.0556 0.7378
C -3.6219 -0.5354 -0.1906
C -4.9754 -1.0167 0.1196
C 0.3612 3.7338 2.7905
H -3.1210 -1.3535 -3.5096
H -4.5736 -0.5027 -2.9651
H -4.2576 -2.1365 -2.3858
H 2.7607 2.6249 -2.0917
H 3.0609 3.6704 -0.6949
H 1.4901 3.7363 -1.5401
H -5.2866 -0.7494 1.1234
H -4.9906 -2.1090 0.0161
H -5.6874 -0.6291 -0.6145
H 1.1535 4.4551 2.6161
H 0.5999 3.1560 3.6904
H -0.5987 4.2141 2.9556
O 4.0264 1.6780 0.4737
C 3.0060 1.1254 0.2075
O 1.3604 2.7532 0.9177
C 2.8798 -0.3708 0.2507
C 3.8832 -1.1965 -0.1610
C 3.6377 -2.5776 -0.1548
C 2.3954 -3.1603 0.1727
C 1.3973 -2.3332 0.5532
C 1.6287 -0.9155 0.7349
O 0.8392 -0.1440 1.3108
N 0.0464 -2.8656 0.7568
O -0.8957 -2.1104 0.4894
O -0.0738 -4.0084 1.0872
N 4.7330 -3.4912 -0.5820
O 4.4893 -4.6736 -0.5236
O 5.7558 -2.9606 -0.9425
H 4.8422 -0.8262 -0.5008
H 2.2630 -4.2309 0.0876
*
```

Calculated values
* HOMO energy (spin up / spin down): -16.180 / -16.879 eV
* LUMO energy (spin up / spin down): -8.59 / -10.79 eV
* frontier orbital gap (spin up / spin down): 0.279 / 0.224 Eh


Entry from the OMol25 dataset: a 3-piece molecular cluster, C3H12N2O2 overall (the ωB97M-V functional and the def2-TZVPD basis).

```
! RIJCOSX wB97M-V def2-TZVPD def2/J DEFGRID3
* xyz 0 1
C 0.2790 0.1230 -1.8603
C -0.6907 -0.7164 -1.0071
N -1.1393 1.2631 0.9486
C -0.3982 0.1292 1.1582
N -0.2347 -0.8439 0.3688
H 1.2395 -0.3908 -1.9110
H 0.4820 1.0801 -1.3656
H -0.2160 0.2139 -2.8267
H -0.7457 -1.7117 -1.4212
H -1.6856 -0.2729 -1.0583
H -1.3838 1.5255 0.0088
H -1.0446 2.0873 1.5183
H -0.0006 0.0205 2.1638
H 4.0859 2.4289 -1.1842
H 3.7831 3.8387 -0.7886
O 3.5706 3.1948 -1.4748
H -1.0993 -3.7160 2.1260
H -2.5911 -4.0305 1.8670
O -1.9624 -3.3115 1.9933
*
```

Calculated values
* HOMO energy: -8.798 eV
* LUMO energy: 0.80 eV
* frontier orbital gap: 0.353 Eh
* energy relative to the best compared isomer or geometry (same formula, charge and spin): 1.268 eV
* SMILES string: CC/N=C\N.O.O


Entry from the OMol25 dataset: C10H35Ag3O12P as an isolated structure (the ωB97M-V functional and the def2-TZVPD basis).

```
! RIJCOSX wB97M-V def2-TZVPD def2/J DEFGRID3
* xyz 1 5
Ag -4.8810 13.5858 37.6966
Ag -4.7275 13.1252 34.0481
Ag -5.7480 17.2160 33.7599
P -5.0664 15.4259 35.7230
O -5.5645 15.1337 34.3260
O -4.6400 16.9168 35.5873
O -3.9944 14.3170 35.8076
O -5.9787 15.2393 36.8954
C -6.6975 10.2730 37.4268
C -5.8437 10.6899 36.1933
C -6.5033 10.0842 34.9246
O -5.5788 12.0533 36.0574
H -6.0915 10.2523 38.3326
H -6.9127 9.2145 37.2801
H -7.5880 10.8956 37.5136
H -4.8640 10.2126 36.2126
H -5.8742 10.1922 34.0410
H -7.3353 10.7213 34.6247
H -6.7700 9.0390 35.0814
C -5.8590 19.5247 37.7533
O -5.1436 19.1756 36.5409
H -5.9850 20.6007 37.6332
H -6.8082 18.9888 37.7555
H -5.2440 19.3474 38.6356
H -4.9388 18.2390 36.5889
C -7.3869 13.5198 39.7418
O -6.2714 12.8430 39.2971
H -8.2746 12.9116 39.5677
H -7.3196 13.8793 40.7686
H -7.5516 14.4003 39.1208
H -6.2550 12.0563 39.8470
C -9.0336 15.7003 36.8305
O -8.0939 16.4868 37.6131
H -9.4942 14.8774 37.3772
H -9.8420 16.2919 36.4008
H -8.5893 15.1339 36.0120
H -7.3149 15.9721 37.3898
C -8.7936 18.4100 34.6558
O -7.6183 17.6652 35.1235
H -8.5064 19.1307 33.8902
H -9.5119 17.7879 34.1217
H -9.2348 18.9681 35.4816
H -7.8830 17.3764 35.9999
C -6.7149 16.7440 30.7635
O -6.9352 16.2274 32.0894
H -7.6169 16.7798 30.1526
H -6.2364 17.7231 30.7865
H -5.9317 16.0979 30.3670
H -7.2423 15.3179 32.0950
C -2.0912 18.7960 35.3967
O -2.2519 17.8718 36.4240
H -1.8896 18.2723 34.4622
H -3.0729 19.2694 35.3838
H -1.2668 19.4962 35.5316
H -3.1278 17.5377 36.2169
C -0.7029 15.4236 34.7127
O -1.4326 14.3464 35.3115
H 0.2125 15.0350 34.2666
H -1.3053 15.8743 33.9240
H -0.4575 16.1836 35.4545
H -2.3472 14.6369 35.3401
*
```

Calculated values
* HOMO energy (spin up / spin down): -8.600 / -11.621 eV
* LUMO energy (spin up / spin down): -3.23 / -7.48 eV
* frontier orbital gap (spin up / spin down): 0.197 / 0.152 Eh


Entry from the OMol25 dataset: one molecule with the formula C9H12ClN2O5P (the ωB97M-V functional and the def2-TZVPD basis).

```
! RIJCOSX wB97M-V def2-TZVPD def2/J DEFGRID3
* xyz 0 1
C 0.7665 -2.6285 1.4661
N 0.2507 -3.2651 0.2465
C -1.0889 -2.8106 -0.1418
C -1.1329 -1.3222 -0.1778
C -1.7654 -0.5464 0.6915
Cl -2.6733 -1.0874 2.0402
C -1.7061 0.9246 0.4774
O -2.6422 1.6678 0.6692
C -0.3806 1.4172 -0.0168
P 0.1359 3.0324 0.6464
O -0.0702 4.1610 -0.2375
O -0.6314 3.2185 2.0286
O 1.6488 2.8252 1.0902
C 0.2653 0.6516 -0.8999
C 1.5661 0.9763 -1.5675
N 1.4676 2.2465 -2.3225
C -0.3972 -0.6394 -1.2759
O -0.3270 -1.1062 -2.3974
H 1.5783 -3.2349 1.8331
H 1.1920 -1.6580 1.2537
H 0.0029 -2.5381 2.2313
H 0.1760 -4.2492 0.4604
H -1.2876 -3.1472 -1.1518
H -1.8836 -3.2000 0.4839
H -1.3812 2.6220 2.1169
H 1.8045 1.8957 1.2843
H 2.3575 1.0655 -0.8371
H 1.7743 0.1618 -2.2492
H 1.8833 2.1126 -3.2346
H 0.4978 2.4546 -2.5099
*
```

Calculated values
* HOMO energy: -9.793 eV
* LUMO energy: -1.84 eV
* frontier orbital gap: 0.292 Eh
* SMILES string: CNCC1=C(Cl)C(=O)C(P(=O)(O)O)=C(CN)C1=O


Entry from the OMol25 dataset: a 2-piece molecular cluster, C6H16N overall (the ωB97M-V functional and the def2-TZVPD basis).

```
! RIJCOSX wB97M-V def2-TZVPD def2/J DEFGRID3
* xyz 1 1
C -2.5402 -0.6853 0.8602
C -1.3120 0.1857 0.9718
C -0.2922 -0.0390 -0.1923
C -0.9835 0.1207 -1.5912
C 0.7362 0.9501 -0.1644
C 1.9369 0.9681 -0.9662
N 2.3383 -1.2064 1.2184
H -2.9422 -0.7113 -0.1590
H -3.4176 -0.2036 1.2841
H -2.4138 -1.6922 1.2401
H -1.5410 1.2576 0.9566
H 0.0009 -1.0850 -0.1186
H -1.4123 -0.7737 -2.0356
H -0.1747 0.2962 -2.3098
H -1.7009 0.9337 -1.6302
H 1.9236 -0.3167 1.0102
H 0.4909 1.9748 0.1351
H 2.3031 -0.0317 -1.2242
H 2.7294 1.5831 -0.5374
H 1.7363 1.3399 -1.9828
H -0.7944 0.0513 1.9250
H 1.9883 -1.6119 2.0749
H 3.3407 -1.3045 1.2353
*
```

Calculated values
* HOMO energy: -13.848 eV
* LUMO energy: -6.94 eV
* frontier orbital gap: 0.254 Eh
* energy relative to the best compared isomer or geometry (same formula, charge and spin): 3.198 eV


Entry from the OMol25 dataset: C6H10FN2O as an isolated structure (the ωB97M-V functional and the def2-TZVPD basis).

```
! RIJCOSX wB97M-V def2-TZVPD def2/J DEFGRID3
* xyz 1 1
C -0.5362 1.7948 0.0985
C -0.6920 -0.9661 0.2680
C 0.4700 -0.3576 0.5409
C -2.4010 0.0075 0.2644
C 2.4572 -0.6790 -0.8025
C 1.8526 -0.9270 0.5878
N 0.4454 1.0873 0.5327
N -1.7632 1.2500 -0.1475
O -3.3175 -0.4338 -0.5434
F -0.8885 -2.2730 0.0952
H -0.4545 2.9671 0.0240
H -2.7469 0.0130 1.4103
H 3.2656 -1.3696 -0.9934
H 2.7110 0.4132 -0.7889
H 1.5900 -0.8097 -1.4930
H 2.5566 -0.8822 1.4767
H 1.6657 -1.9554 0.5831
H 1.4065 1.4451 0.6680
H -2.5217 1.8784 -0.2928
H -3.0991 -0.2029 -1.4883
*
```

Calculated values
* HOMO energy: -13.493 eV
* LUMO energy: -4.05 eV
* frontier orbital gap: 0.347 Eh
* energy relative to the best compared isomer or geometry (same formula, charge and spin): 2.458 eV


Entry from the OMol25 dataset: C7H7N2O4 as an isolated structure (the ωB97M-V functional and the def2-TZVPD basis).

```
! RIJCOSX wB97M-V def2-TZVPD def2/J DEFGRID3
* xyz -1 1
C 1.9452 0.3087 0.7610
C 1.6631 -0.7219 -0.0609
C 1.2319 1.5379 0.7416
C -1.7883 0.6594 -0.4506
C -0.4741 -1.2094 0.9304
C -0.3440 1.0292 -0.6973
C 0.2714 -0.8181 -0.4738
N 0.2870 1.9341 0.1038
N -0.1671 -1.6376 -1.5333
O -2.4316 0.2147 -1.4112
O -0.4035 -0.4285 1.9090
O -2.3016 1.1634 0.6488
O -1.1453 -2.2254 0.8138
H 2.8450 0.3782 1.2599
H 2.4162 -1.4745 0.0151
H 1.6386 2.2480 1.4735
H -0.1785 1.1347 -1.7093
H -1.1143 -1.9555 -1.1875
H -1.6305 1.0746 1.3246
H -0.3195 -1.2123 -2.4577
*
```

Calculated values
* HOMO energy: -4.391 eV
* LUMO energy: 3.73 eV
* frontier orbital gap: 0.299 Eh
* energy relative to the best compared isomer or geometry (same formula, charge and spin): 1.571 eV


Entry from the OMol25 dataset: one molecule with the formula C4H10N2O2 (the ωB97M-V functional and the def2-TZVPD basis).

```
! RIJCOSX wB97M-V def2-TZVPD def2/J DEFGRID3
* xyz 0 1
C -0.9814 1.2178 0.9674
C 0.9417 0.7037 -1.2724
C 0.7633 -0.2594 -0.1132
N 1.9836 -0.5219 0.5212
N -0.2992 -0.0462 0.8367
H 1.8713 -1.1317 1.3210
H 2.6840 -0.8858 -0.1109
H -0.2680 1.9547 1.3325
H -1.4337 1.5844 0.0370
H -1.7753 1.0855 1.7002
H 1.3629 1.6347 -0.9005
H 1.6243 0.2683 -1.9979
H -0.0103 0.8969 -1.7598
C -0.9942 -1.2489 0.3129
O -2.2353 -1.0538 -0.2558
O 0.0107 -1.5490 -0.5968
H -2.1083 -0.6488 -1.1243
H -1.1362 -2.0006 1.1026
*
```

Calculated values
* HOMO energy: -9.125 eV
* LUMO energy: 0.86 eV
* frontier orbital gap: 0.367 Eh
* energy relative to the best compared isomer or geometry (same formula, charge and spin): 2.128 eV
* SMILES string: CN1[C@@H](O)O[C@]1(C)N


Entry from the OMol25 dataset: one molecule with the formula C6H7ClSSi (the ωB97M-V functional and the def2-TZVPD basis).

```
! RIJCOSX wB97M-V def2-TZVPD def2/J DEFGRID3
* xyz 0 1
C 2.3062 -0.4767 -0.0715
C 1.3910 -0.9233 -0.9977
C 1.9764 0.5469 0.8220
C 0.2493 -0.1518 -1.2453
C 0.7271 1.1072 0.7346
C -0.1408 0.8541 -0.3562
Si -2.9218 -0.2933 0.5617
S -1.6448 1.7875 -0.4647
Cl -3.7376 -1.1839 -1.0072
H 3.3801 -0.9238 0.0382
H 1.4609 -1.8540 -1.6366
H 2.6696 0.9805 1.6061
H -0.4202 -0.4316 -1.9898
H 0.5101 1.8143 1.4245
H -1.8275 -0.9189 1.1050
H -3.9782 0.0669 1.4767
*
```

Calculated values
* HOMO energy: -8.635 eV
* LUMO energy: -0.04 eV
* frontier orbital gap: 0.316 Eh
* energy relative to the best compared isomer or geometry (same formula, charge and spin): 0.000 eV
* SMILES string: Cl[SiH2]Sc1ccccc1


Entry from the OMol25 dataset: one molecule with the formula C20H20N2O5 (the ωB97M-V functional and the def2-TZVPD basis).

```
! RIJCOSX wB97M-V def2-TZVPD def2/J DEFGRID3
* xyz 0 1
C 4.1271 3.3752 -2.7179
C 5.4444 2.7441 -2.2840
C 5.4056 1.2198 -2.3769
H 6.3806 0.7945 -2.1212
H 5.1169 0.9030 -3.3847
O 4.4749 0.6813 -1.4424
C 3.3348 0.1621 -1.9231
O 3.0798 0.0708 -3.1007
C 2.4328 -0.2954 -0.8436
C 1.2028 -0.8453 -1.1955
C 0.3207 -1.2798 -0.2294
C 0.6616 -1.1643 1.1153
C 1.8969 -0.6221 1.4744
C 2.7730 -0.1909 0.5046
H 3.7252 0.2323 0.7819
H 2.1417 -0.5469 2.5226
O -0.1366 -1.5647 2.1442
C -1.4297 -1.9431 1.8771
C -1.9401 -3.1999 2.1473
N -3.2370 -3.1581 1.7707
N -3.5859 -1.9678 1.2771
C -2.5066 -1.1897 1.3344
C -2.5135 0.1830 0.8531
C -1.5292 1.0889 1.2501
C -1.4818 2.3700 0.7505
C -2.4356 2.7818 -0.1781
C -3.4412 1.9094 -0.5621
C -3.5043 0.6202 -0.0456
O -4.5229 -0.1633 -0.4458
H -4.4806 -1.0045 0.0522
H -4.2047 2.2145 -1.2635
O -2.3577 4.0448 -0.6686
H -3.0744 4.1942 -1.2974
H -0.7193 3.0644 1.0619
H -0.7989 0.7905 1.9844
H -3.9231 -3.8921 1.8401
C -1.2916 -4.3996 2.7291
H -1.7656 -4.6761 3.6704
H -0.2434 -4.1828 2.9152
H -1.3641 -5.2461 2.0468
H -0.6286 -1.7065 -0.5151
H 0.9529 -0.9246 -2.2424
H 6.2564 3.0983 -2.9215
H 5.6684 3.0283 -1.2540
H 3.8827 3.0836 -3.7368
H 3.3165 3.0526 -2.0679
H 4.1924 4.4595 -2.6712
*
```

Calculated values
* HOMO energy: -7.926 eV
* LUMO energy: 0.64 eV
* frontier orbital gap: 0.315 Eh
* energy relative to the best compared isomer or geometry (same formula, charge and spin): 1.182 eV
* SMILES string: CCCOC(=O)c1ccc(Oc2c(-c3ccc(O)cc3O)n[nH]c2C)cc1